<one>
C6H13N | the ωB97M-V functional and the def2-TZVPD basis

Charge: 0
Frontier orbital gap (eV): 9.53
E_LUMO (eV): 0.9

Each line ends with the Löwdin charge.
Positions of all 20 atoms, in Å:
C -0.20 0.86 1.11  -0.45
C -1.63 0.57 1.44  -0.09
C 0.05 2.20 0.48  -0.09
C 0.82 0.08 1.56  -0.10
C 0.40 -2.03 -2.63  -0.09
C 0.05 -1.02 -1.63  -0.31
N -0.63 -0.13 -1.31  0.18
H 1.51 -1.58 -0.30  0.08
H -2.02 1.30 2.16  0.08
H -2.24 0.64 0.54  0.06
H -1.76 -0.42 1.87  0.07
H -0.25 3.01 1.15  0.08
H -0.54 2.30 -0.44  0.06
H 1.10 2.34 0.23  0.08
H 1.81 0.52 1.65  0.07
H 1.41 -1.12 0.42  0.05
H 0.61 -0.64 2.34  0.07
H -0.21 -1.98 -3.53  0.08
H 0.26 -3.02 -2.19  0.08
H 1.45 -1.88 -2.91  0.08


<two>
C6H13N | the ωB97M-V functional and the def2-TZVPD basis

Charge: 0
Frontier orbital gap (eV): 9.71
E_LUMO (eV): 1.1
Structure (SMILES): C/C=C/CCCN

Each line ends with the Löwdin charge.
Positions of all 20 atoms, in Å:
C -0.75 1.48 -0.13  -0.32
C -1.01 0.59 1.07  -0.22
C 0.16 -0.24 1.61  -0.20
C 0.27 -1.74 -1.99  -0.09
C 0.08 -1.63 -0.49  -0.19
C 0.82 -1.01 0.44  -0.12
N 0.54 2.13 -0.33  0.01
H -1.58 2.20 -0.17  0.11
H -0.96 0.90 -1.06  0.09
H -1.76 -0.10 0.71  0.09
H -1.42 1.23 1.91  0.12
H -0.26 -1.04 2.21  0.10
H 0.86 0.35 2.18  0.09
H 0.12 -2.73 -2.39  0.06
H 1.31 -1.49 -2.14  0.07
H -0.46 -1.11 -2.51  0.07
H -0.91 -1.97 -0.14  0.10
H 1.89 -0.97 0.33  0.09
H 0.42 3.13 -0.35  0.06
H 1.19 2.00 0.44  0.06


<three>
C6H13N | the ωB97M-V functional and the def2-TZVPD basis

Charge: 0
Frontier orbital gap (eV): 9.91
E_LUMO (eV): 1.1
Structure (SMILES): C=CC=C.CCN

Each line ends with the Löwdin charge.
Positions of all 20 atoms, in Å:
C -0.47 2.60 0.13  0.01
C -0.18 1.70 -0.81  -0.21
C 0.81 1.94 -1.85  -0.21
C 1.08 1.14 -2.87  0.01
H 0.03 3.56 0.11  0.05
H -1.20 2.39 0.89  0.05
H -0.73 0.76 -0.82  0.08
H 1.33 2.89 -1.78  0.10
H 1.82 1.42 -3.60  0.05
H 0.55 0.19 -2.97  0.06
C 0.63 -2.31 1.76  -0.11
C -0.46 -1.29 1.50  -0.35
N -1.32 -1.71 0.39  -0.02
H 1.37 -2.33 0.96  0.07
H 1.17 -2.13 2.69  0.07
H 0.20 -3.32 1.82  0.07
H -0.99 -1.09 2.44  0.10
H 0.01 -0.35 1.19  0.08
H -1.39 -2.71 0.35  0.05
H -2.26 -1.35 0.49  0.06


<four>
C6H13N | the ωB97M-V functional and the def2-TZVPD basis

Charge: 0
Frontier orbital gap (eV): 9.69
E_LUMO (eV): 1.2
Structure (SMILES): CCC/C=C/NC

Each line ends with the Löwdin charge.
Positions of all 20 atoms, in Å:
C -2.40 0.54 0.61  -0.13
C -1.99 -0.91 0.45  -0.26
C -0.99 -1.17 -0.70  -0.22
C 0.07 -0.13 -0.84  -0.12
C 1.37 -0.37 -0.69  -0.19
N 2.37 0.63 -0.73  -0.12
C 2.71 1.18 0.58  -0.13
H -2.66 0.95 -0.37  0.08
H -1.63 1.17 1.03  0.07
H -3.30 0.65 1.21  0.07
H -1.59 -1.32 1.38  0.10
H -2.88 -1.50 0.20  0.10
H -0.52 -2.14 -0.53  0.10
H -1.56 -1.27 -1.62  0.11
H -0.23 0.90 -1.02  0.11
H 1.67 -1.41 -0.56  0.11
H 3.20 0.25 -1.16  0.10
H 3.32 2.07 0.46  0.07
H 1.77 1.41 1.08  0.07
H 3.26 0.49 1.23  0.07


Which is most stable? The ranking, best first, is <four>, <three>, <two>, <one>.


<one>
H22O11 | the ωB97M-V functional and the def2-TZVPD basis

Charge: +1
Frontier orbital gap (alpha / beta) (eV): 10.16 / 3.03
E_LUMO (alpha / beta) (eV): -3.6 / -10.7
Multiplicity: 2

Each line ends with the Löwdin charge.
Positions of all 33 atoms, in Å:
O 3.52 17.08 9.85  -0.04
H 3.28 16.34 9.29  0.03
H 3.01 16.95 10.65  -0.02
O 0.80 19.17 13.29  0.37
H 0.66 19.11 14.24  0.08
H 1.66 18.77 13.15  0.06
O 5.42 14.28 10.95  -0.03
H 4.52 14.57 11.00  -0.02
H 5.58 13.85 11.79  0.02
O 4.16 18.97 15.35  -0.03
H 5.07 18.68 15.27  0.07
H 4.10 19.33 16.23  0.05
O 1.29 19.42 16.20  -0.01
H 1.90 20.14 16.38  0.06
H 1.80 18.63 16.33  -0.04
O 2.26 14.81 11.10  -0.03
H 1.32 14.93 11.26  0.05
H 2.32 13.99 10.60  0.07
O 3.08 17.49 13.02  -0.02
H 3.67 16.75 12.86  0.02
H 3.17 17.68 13.95  0.01
O 4.79 15.35 13.61  -0.03
H 4.61 15.36 14.55  0.06
H 5.73 15.15 13.55  0.08
O 2.36 17.10 16.89  -0.02
H 2.80 17.56 17.60  0.07
H 3.06 16.62 16.45  0.05
O 2.56 13.81 14.24  -0.04
H 2.97 14.29 13.52  -0.02
H 1.84 13.33 13.83  0.05
O 0.30 15.87 13.48  0.10
H 0.88 16.53 13.10  0.01
H 0.65 15.72 14.35  0.06


<two>
H22O11 | the ωB97M-V functional and the def2-TZVPD basis

Charge: +1
Frontier orbital gap (alpha / beta) (eV): 10.66 / 2.41
E_LUMO (alpha / beta) (eV): -3.2 / -11.5
Multiplicity: 2

Each line ends with the Löwdin charge.
Positions of all 33 atoms, in Å:
O -0.15 1.08 -3.56  0.15
H 0.40 0.53 -2.99  0.03
H -0.10 0.81 -4.49  0.10
O -2.06 -0.90 0.73  -0.03
H -2.84 -1.02 0.16  0.07
H -2.07 -1.82 1.04  0.07
O -0.70 3.88 0.74  0.11
H -0.43 2.96 0.56  0.03
H -0.19 4.38 1.37  0.09
O -1.46 -2.58 -1.42  0.05
H -0.91 -1.79 -1.40  0.02
H -1.41 -3.06 -0.60  0.06
O 2.54 -2.12 -2.72  -0.04
H 3.34 -2.63 -2.87  0.07
H 2.54 -1.41 -3.38  0.05
O 0.91 -0.48 -1.29  -0.05
H 1.67 -1.09 -1.25  0.05
H 0.79 -0.13 -0.40  0.03
O -4.95 0.52 1.00  -0.03
H -4.48 1.26 1.39  0.04
H -4.92 0.42 0.06  0.03
O 0.23 0.12 3.94  -0.04
H -0.44 -0.32 3.39  0.04
H 0.86 0.37 3.25  0.04
O 1.80 -2.28 3.34  -0.03
H 1.45 -1.52 3.71  -0.05
H 2.67 -2.51 3.64  0.04
O 3.53 2.19 -2.08  0.00
H 3.12 1.46 -1.59  0.03
H 2.86 2.89 -2.02  0.05
O -0.14 1.10 1.14  -0.06
H -0.70 1.19 1.93  0.06
H -0.75 0.49 0.68  0.02


Which is most stable? The ranking, best first, is <one>, <two>.


<one>
C4H6 | the ωB97M-V functional and the def2-TZVPD basis

Charge: 0
Frontier orbital gap (eV): 8.56
E_LUMO (eV): 0.8

Each line ends with the Löwdin charge.
Positions of all 10 atoms, in Å:
C 1.16 -0.73 0.15  -0.16
C -0.09 -0.36 0.85  -0.02
C -0.94 0.67 0.80  -0.22
C -0.97 0.67 -0.59  -0.04
H 1.66 0.07 -0.41  0.07
H 0.98 -1.52 -0.59  0.08
H 1.90 -1.19 0.80  0.07
H -1.74 1.06 1.42  0.09
H -0.14 0.93 -1.24  0.07
H -1.82 0.41 -1.21  0.07


<two>
C4H6 | the ωB97M-V functional and the def2-TZVPD basis

Charge: 0
Frontier orbital gap (eV): 10.85
E_LUMO (eV): 1.2
Structure (SMILES): C=CC=C

Each line ends with the Löwdin charge.
Positions of all 10 atoms, in Å:
C -0.66 1.50 1.17  -0.02
C 0.51 -1.41 -1.21  -0.06
C -0.50 0.28 0.70  -0.06
C 0.65 -0.25 -0.59  -0.09
H -1.27 1.72 1.94  0.01
H -0.25 2.31 0.65  0.04
H 1.38 -1.77 -1.72  0.04
H -0.44 -2.01 -1.35  0.08
H -0.98 -0.57 0.99  0.03
H 1.56 0.20 -0.58  0.03


<three>
C4H6 | the ωB97M-V functional and the def2-TZVPD basis

Charge: 0
Frontier orbital gap (eV): 11.61
E_LUMO (eV): 1.2
Structure (SMILES): C#C.C=C

Each line ends with the Löwdin charge.
Positions of all 10 atoms, in Å:
C -2.08 0.50 -2.25  -0.04
C -1.25 0.50 -1.40  -0.03
C 1.76 -0.21 2.15  -0.10
C 1.14 -0.58 1.02  -0.10
H -2.78 0.13 -3.04  0.05
H -0.41 0.53 -0.64  0.01
H 2.60 -0.94 2.55  0.09
H 1.39 0.53 2.84  0.03
H 1.51 -1.51 0.44  0.09
H 0.24 0.00 0.71  0.01


<four>
C4H6 | the ωB97M-V functional and the def2-TZVPD basis

Charge: 0
Frontier orbital gap (eV): 9.97
E_LUMO (eV): 1.0
Structure (SMILES): C=CC=C

Each line ends with the Löwdin charge.
Positions of all 10 atoms, in Å:
C -0.43 -0.35 1.79  -0.01
C -0.57 -0.22 0.44  -0.18
C 0.55 0.18 -0.50  -0.19
C 0.45 0.46 -1.79  0.00
H -1.17 -0.93 2.44  0.07
H 0.45 -0.12 2.38  0.04
H -1.54 -0.40 -0.03  0.09
H 1.41 0.22 0.06  0.07
H -0.44 0.33 -2.39  0.05
H 1.29 0.83 -2.40  0.06


Which is most stable? The ranking, best first, is <four>, <two>, <three>, <one>.


<one>
C4H6 | the ωB97M-V functional and the def2-TZVPD basis

Charge: 0
Frontier orbital gap (eV): 9.80
E_LUMO (eV): 1.1

Each line ends with the Löwdin charge.
Positions of all 10 atoms, in Å:
C -0.91 -0.61 0.01  -0.27
C -1.22 0.68 -0.02  0.10
C 0.57 -0.77 0.00  -0.25
C 0.90 0.81 0.00  0.01
H -1.66 -1.51 0.05  0.12
H -1.86 1.52 0.03  0.03
H 0.81 -1.59 0.77  0.12
H 0.77 -1.04 -1.06  0.10
H 1.54 1.26 -0.68  0.03
H 1.06 1.25 0.91  0.01


<two>
C4H6 | the ωB97M-V functional and the def2-TZVPD basis

Charge: 0
Frontier orbital gap (eV): 11.72
E_LUMO (eV): 1.2
Structure (SMILES): C#C.C=C

Each line ends with the Löwdin charge.
Positions of all 10 atoms, in Å:
C -1.95 -0.62 0.04  -0.14
C -1.70 0.63 0.01  -0.15
C 3.27 0.00 0.09  -0.03
C 2.10 -0.04 -0.21  -0.03
H -1.60 -1.15 0.87  0.04
H -2.14 -1.18 -0.94  0.09
H -1.61 1.08 1.07  0.08
H -1.71 1.44 -0.84  0.10
H 4.33 -0.07 0.33  0.02
H 0.99 -0.09 -0.42  0.02


Which is most stable? The ranking, best first, is <two>, <one>.